No. 1
62
Properties=species:S:1:pos:R:3 method="wB97M-V/def2-TZVPD" gap_ev=9.4 e_homo_ev=-11.7 spin_multiplicity=1 total_charge=+1 e_lumo_ha=-0.08268
C -0.963 3.910 0.667
C -0.960 2.713 1.618
O 0.116 1.807 1.410
C 0.011 1.165 0.153
C 0.666 -0.208 0.140
O -0.165 -0.983 0.942
C 0.468 -0.941 -1.286
N -0.926 -1.262 -1.383
C 1.358 -2.209 -0.925
C 2.345 -1.824 0.219
N 2.558 -2.701 1.372
C 1.635 -3.367 1.746
S 0.362 -4.154 2.132
N 2.104 -0.337 0.485
C 2.526 0.156 1.819
O 1.711 -0.386 2.818
C 2.236 -0.140 4.130
C 1.375 0.945 4.805
C 3.114 0.275 -0.478
C 3.053 1.819 -0.652
C 2.696 2.212 -2.103
O 4.372 2.321 -0.412
H -1.062 3.610 -0.378
H -0.099 4.564 0.792
H -1.860 4.498 0.875
H -1.929 2.208 1.507
H -0.943 3.097 2.638
H -1.037 1.000 -0.112
H 0.398 1.842 -0.621
H -0.321 -0.521 1.782
H 0.872 -0.238 -2.012
H -1.081 -2.246 -1.232
H -1.344 -0.944 -2.252
H 0.839 -3.162 -0.865
H 1.983 -2.343 -1.817
H 3.296 -1.936 -0.290
H 2.406 1.242 1.889
H 3.576 -0.072 2.026
H 3.300 0.112 4.139
H 2.108 -1.059 4.705
H 1.540 0.873 5.881
H 0.333 0.756 4.564
H 1.693 1.926 4.449
H 4.100 0.056 -0.080
H 3.028 -0.153 -1.473
H 2.414 2.341 0.061
H 2.956 3.263 -2.221
H 1.653 2.015 -2.344
H 3.374 1.642 -2.748
H 4.829 2.368 -1.263
C -5.336 -0.635 -1.969
C -4.426 -1.456 -2.847
O -3.286 -1.093 -3.119
N -4.906 -2.622 -3.336
C -6.216 -3.215 -3.129
H -4.810 0.264 -1.659
H -6.232 -0.342 -2.517
H -5.616 -1.199 -1.078
H -4.246 -3.117 -3.915
H -6.096 -4.195 -2.666
H -6.707 -3.343 -4.094
H -6.839 -2.595 -2.492

=====

No. 2
100
Properties=species:S:1:pos:R:3 method="wB97M-V/def2-TZVPD" gap_ev="7.7 / 5.8" e_homo_ev="-9.4 / -11.4" spin_multiplicity=5 total_charge=+1 e_lumo_ha="-0.06304 / -0.20876"
Pd -0.085 0.384 -0.453
O -0.140 0.128 1.917
S -0.483 -0.972 2.873
C 1.087 -1.986 2.965
C 1.759 -2.096 1.599
C 3.191 -1.554 1.595
C 3.238 -0.049 1.806
S 3.301 0.888 0.206
O 2.363 0.131 -0.677
C 4.942 0.306 -0.314
C 6.073 0.797 0.318
C 7.320 0.370 -0.105
C 7.426 -0.530 -1.155
C 6.292 -1.000 -1.794
C 5.044 -0.576 -1.373
C -0.281 -0.213 4.507
C -0.884 -0.808 5.602
C -0.716 -0.242 6.855
C 0.042 0.909 7.003
C 0.640 1.497 5.900
C 0.467 0.942 4.644
H 0.764 -2.952 3.348
H 1.737 -1.515 3.698
H 1.183 -1.520 0.855
H 1.773 -3.138 1.276
H 3.649 -1.796 0.634
H 3.777 -2.053 2.370
H 4.101 0.260 2.387
H 2.329 0.312 2.285
H 5.984 1.508 1.126
H 8.209 0.744 0.378
H 8.400 -0.850 -1.488
H 6.382 -1.687 -2.620
H 4.149 -0.925 -1.864
H -1.482 -1.697 5.474
H -1.186 -0.692 7.715
H 0.154 1.357 7.977
H 1.227 2.394 6.019
H 0.890 1.413 3.769
C 1.599 1.427 -4.795
C 1.419 1.542 -3.289
O 0.312 0.757 -2.833
H 2.286 2.198 -5.130
H 0.646 1.569 -5.295
H 2.006 0.458 -5.083
H 1.184 2.570 -3.005
H 2.336 1.232 -2.777
H 0.409 -0.139 -3.184
O 0.430 5.475 0.641
S 0.535 4.858 -0.649
O 1.847 4.663 -1.206
O -0.550 5.040 -1.573
S 0.198 2.725 -0.079
C 0.974 -3.104 -3.398
C -0.510 -3.441 -3.156
C -0.729 -3.030 -1.696
O 0.195 -1.971 -1.465
C 1.400 -2.393 -2.102
H 1.087 -2.452 -4.265
H 1.586 -3.988 -3.565
H -0.744 -4.490 -3.311
H -1.148 -2.844 -3.806
H -0.495 -3.866 -1.020
H -1.736 -2.664 -1.501
H 1.928 -3.091 -1.437
H 2.020 -1.511 -2.259
C -4.378 -1.389 -4.380
C -3.437 -0.371 -4.414
C -2.879 0.100 -3.240
C -3.261 -0.429 -2.006
C -4.190 -1.468 -1.988
C -4.742 -1.944 -3.164
Si -2.498 0.302 -0.413
C -2.787 2.201 -0.381
C -2.156 2.983 0.619
C -2.305 4.376 0.633
C -3.052 4.995 -0.347
C -3.671 4.234 -1.332
C -3.529 2.852 -1.350
C -3.274 -0.476 1.158
C -3.914 0.312 2.114
C -4.460 -0.251 3.254
C -4.391 -1.618 3.456
C -3.749 -2.414 2.521
C -3.187 -1.849 1.391
H -4.839 -1.731 -5.295
H -3.143 0.065 -5.357
H -2.142 0.893 -3.269
H -4.503 -1.893 -1.046
H -5.469 -2.741 -3.134
H -1.744 2.485 1.489
H -1.824 4.957 1.402
H -3.163 6.066 -0.344
H -4.266 4.721 -2.090
H -4.013 2.280 -2.128
H -3.999 1.376 1.951
H -4.954 0.379 3.979
H -4.851 -2.060 4.328
H -3.690 -3.482 2.674
H -2.664 -2.482 0.685

=====

No. 3
53
Properties=species:S:1:pos:R:3 method="wB97M-V/def2-TZVPD" gap_ev=6.1 e_homo_ev=-11.4 spin_multiplicity=1 total_charge=+1 e_lumo_ha=-0.19585
Au -0.616 -0.455 -0.470
C 2.586 2.078 3.504
C 1.792 1.185 4.212
C 0.981 0.290 3.554
C 0.966 0.257 2.143
C 1.792 1.142 1.438
C 2.587 2.041 2.114
N 0.172 -0.641 1.493
N -0.458 -1.554 2.146
C -1.391 -2.267 1.558
C -2.053 -3.315 2.235
C -3.055 -3.999 1.601
C -3.408 -3.638 0.294
C -2.724 -2.617 -0.323
N -1.735 -1.946 0.268
H 3.196 2.795 4.031
H 1.801 1.198 5.293
H 0.353 -0.407 4.088
H 1.782 1.111 0.357
H 3.211 2.725 1.561
H -1.746 -3.530 3.244
H -3.572 -4.806 2.095
H -4.199 -4.150 -0.228
H -2.969 -2.308 -1.329
O 1.466 2.656 -2.606
S 0.253 2.128 -2.035
N 0.527 0.897 -1.202
N -2.134 1.105 0.552
C -2.571 2.159 0.399
C -3.086 3.445 0.199
C -4.218 3.863 0.904
C -4.718 5.132 0.687
C -4.101 5.982 -0.219
C -2.975 5.567 -0.916
C -2.461 4.303 -0.712
H -4.688 3.191 1.606
H -5.595 5.455 1.226
H -4.502 6.969 -0.386
H -2.500 6.229 -1.622
H -1.586 3.969 -1.248
C 2.950 -0.993 -4.968
C 1.693 -0.224 -4.796
C 1.426 0.913 -5.570
C 0.218 1.535 -5.339
N -0.639 1.097 -4.433
C -0.330 -0.006 -3.765
S -1.542 -0.609 -2.658
N 0.804 -0.661 -3.921
H 2.972 -1.432 -5.965
H 3.006 -1.784 -4.228
H 3.807 -0.327 -4.886
H 2.124 1.275 -6.306
H -0.094 2.411 -5.894

=====

No. 4
96
Properties=species:S:1:pos:R:3 method="wB97M-V/def2-TZVPD" gap_ev=7.3 e_homo_ev=-8.8 spin_multiplicity=1 total_charge=-1 e_lumo_ha=-0.05398
Na -11.142 18.026 -4.917
Na -14.856 14.349 -8.628
Na -11.664 12.628 -3.304
P -10.461 14.235 0.694
F -11.999 14.897 0.818
F -10.838 13.613 2.157
F -10.802 12.947 -0.223
F -8.915 13.884 0.939
F -9.996 14.751 -0.761
F -10.123 15.700 1.252
P -14.672 15.092 -4.178
F -14.603 13.905 -3.051
F -16.280 14.542 -4.556
F -15.316 15.982 -2.942
F -14.735 16.295 -5.239
F -13.131 15.454 -3.822
F -13.828 14.180 -5.240
P -9.748 16.073 -8.567
F -10.584 17.424 -8.274
F -8.453 16.999 -8.333
F -9.695 15.750 -6.964
F -8.721 14.885 -8.897
F -11.149 15.235 -8.683
F -9.685 16.521 -10.183
P -12.259 21.760 -7.489
F -13.673 22.510 -8.026
F -12.480 22.395 -6.009
F -12.914 20.377 -6.920
F -10.855 21.115 -6.884
F -11.990 21.008 -8.920
F -11.245 22.941 -8.037
C -20.193 12.772 -7.646
C -21.380 11.892 -7.458
C -22.168 11.424 -8.703
O -22.310 9.987 -8.731
C -21.679 9.479 -7.635
O -21.272 8.346 -7.471
O -21.020 10.563 -7.080
H -19.480 12.529 -8.434
H -19.558 12.834 -6.762
H -20.526 13.726 -8.055
H -22.086 12.154 -6.670
H -21.526 11.647 -9.555
H -23.122 11.938 -8.813
C -16.526 20.244 0.648
C -15.043 20.084 0.391
C -14.706 19.908 -1.078
O -13.890 20.988 -1.413
C -13.606 21.707 -0.376
O -12.839 22.648 -0.378
O -14.423 21.313 0.632
H -17.145 19.385 0.388
H -16.799 21.087 0.013
H -16.779 20.487 1.680
H -14.461 19.398 1.007
H -15.596 19.893 -1.708
H -14.142 18.985 -1.207
C -20.819 16.234 -0.980
C -21.973 15.743 -1.937
C -22.396 14.376 -1.554
O -23.799 14.545 -1.194
C -24.088 15.846 -1.037
O -25.054 16.241 -0.479
O -23.081 16.539 -1.443
H -20.785 16.041 0.092
H -20.813 17.324 -0.995
H -19.858 16.063 -1.465
H -21.758 15.967 -2.982
H -21.843 14.068 -0.666
H -22.199 13.679 -2.368
C -17.713 9.512 -2.291
C -17.587 9.732 -0.716
C -16.977 11.096 -0.388
O -17.759 11.460 0.688
C -18.812 10.730 0.718
O -19.727 10.769 1.569
O -18.854 9.792 -0.238
H -18.285 8.649 -2.630
H -16.727 9.259 -2.682
H -18.161 10.382 -2.771
H -17.155 8.889 -0.177
H -17.297 11.839 -1.118
H -15.895 11.165 -0.280
C -10.361 8.927 -8.110
C -11.516 9.548 -8.940
C -12.496 8.534 -9.422
O -13.663 8.842 -8.624
C -13.494 9.987 -7.992
O -14.395 10.654 -7.490
O -12.242 10.436 -8.178
H -10.892 8.484 -7.267
H -9.640 9.608 -7.658
H -9.731 8.181 -8.593
H -11.064 10.112 -9.756
H -12.220 7.595 -8.943
H -12.659 8.223 -10.454